(1)
Molecular formula: C2H3Mn
Method: DFT, ωB97M-V/def2-TZVPD

Values from the calculation:
Total charge ... +1
<S²> ... 8.7617
Multiplicity ... 6
LUMO level (spin up / spin down) ... -5.32 / -6.33 eV

Positions of all 6 atoms, in Å:
1 H -0.49 0.46 2.04
2 C -0.02 0.75 1.11
3 H -0.29 -2.19 -1.73
4 Mn -0.38 -1.10 -0.50
5 H 0.87 1.58 -0.84
6 C 0.47 1.16 0.08

(2)
Molecular formula: C26H27N6O5ScSi
Method: DFT, ωB97M-V/def2-TZVPD

Values from the calculation:
Total charge ... 0
LUMO level ... 0.14 eV

Positions of all 66 atoms, in Å:
1 C 3.13 -1.94 2.97
2 C -2.79 3.56 -2.39
3 C 2.77 -1.12 -1.35
4 H 1.09 -4.42 3.74
5 H 2.61 0.01 0.36
6 H -4.74 1.44 1.73
7 H -2.64 5.57 -3.11
8 H -1.54 4.21 2.67
9 H -3.27 -4.00 -3.29
10 C 0.48 2.53 1.60
11 H -0.21 -4.13 2.58
12 Sc 0.00 -0.17 0.19
13 H -2.45 -2.09 -1.93
14 C 1.60 -1.89 -1.89
15 O 0.98 3.62 1.79
16 H 3.35 -1.78 -0.69
17 H -2.69 1.53 -1.66
18 C -2.21 -3.83 -3.19
19 C -0.39 -2.58 -2.34
20 H 3.09 2.00 -0.44
21 C -2.75 0.89 1.21
22 C -0.06 3.61 -2.29
23 H 3.29 1.29 -2.04
24 C 0.85 -3.98 2.77
25 H -0.72 -1.35 3.95
26 C 1.34 2.04 -1.61
27 C 0.49 -3.47 -2.96
28 O -1.92 -0.98 0.07
29 C -2.09 4.70 -2.77
30 H 0.61 -0.19 4.07
31 H 2.06 3.93 -2.20
32 H 3.40 -0.88 2.94
33 H 1.41 -4.53 2.01
34 C -3.70 1.74 1.75
35 C -3.01 -0.43 0.50
36 C -2.14 2.42 -1.95
37 H -3.99 3.63 2.71
38 H 3.70 -2.45 2.18
39 N 0.16 1.50 -1.48
40 Si 1.28 -2.16 2.72
41 C -1.03 2.36 1.73
42 C -0.75 2.46 -1.90
43 H 2.63 -3.43 -2.91
44 N 1.76 -3.01 -2.65
45 C -1.32 -4.72 -3.82
46 N -1.47 1.22 1.22
47 N 0.35 -1.59 -1.69
48 O 0.89 -1.53 1.26
49 N 2.34 0.05 -0.62
50 H 3.43 -0.85 -2.18
51 O 1.06 1.43 1.25
52 C 0.05 -4.55 -3.71
53 H -3.87 3.56 -2.44
54 C -0.71 4.75 -2.74
55 C -1.76 -2.75 -2.45
56 H -1.71 -5.55 -4.39
57 H 0.74 -5.24 -4.19
58 C -3.27 2.94 2.29
59 C -1.92 3.27 2.27
60 H 3.47 -2.34 3.93
61 H 0.61 -1.65 5.07
62 C 0.36 -1.26 4.08
63 C 2.61 1.36 -1.19
64 N 1.28 3.29 -2.12
65 O -4.15 -0.84 0.36
66 H -0.16 5.64 -3.04

(3)
Molecular formula: C17H12BrClN2O4Tc
Method: DFT, ωB97M-V/def2-TZVPD

Values from the calculation:
Total charge ... +2
Relative energy (zero: lowest compared OMol25 entry of this formula, charge and spin) ... 1.7473 eV
<S²> ... 0.8108
Multiplicity ... 2
LUMO level (spin up / spin down) ... -10.64 / -10.28 eV

Positions of all 38 atoms, in Å:
1 H -5.40 -1.77 -1.95
2 C 1.21 1.72 -3.02
3 O -2.45 -0.84 -0.85
4 C 2.57 3.16 -1.65
5 C 1.84 2.78 -0.51
6 C -4.62 -1.78 -1.19
7 C 1.48 -3.80 1.45
8 C 0.89 -3.05 2.47
9 H 1.56 -4.07 -0.67
10 H 2.19 -4.58 1.69
11 H -4.93 -1.27 -0.28
12 C 0.27 -2.46 -0.12
13 O -1.35 0.61 2.24
14 C -0.59 1.56 2.74
15 C 1.14 -3.50 0.15
16 H 3.36 3.88 -1.54
17 C 2.09 3.34 0.75
18 C 0.50 1.30 -1.92
19 Tc -1.49 -0.04 0.48
20 C 0.01 -2.03 2.13
21 O -3.16 -1.00 -2.94
22 C 1.31 2.98 1.83
23 H -0.47 -1.45 2.92
24 O -0.59 1.99 3.85
25 H -0.32 0.60 -2.04
26 Cl -4.21 -3.46 -0.78
27 C 0.33 2.02 1.63
28 H -0.01 -2.22 -1.14
29 C -3.33 -1.15 -1.76
30 N 0.08 1.41 0.46
31 H 1.43 3.40 2.82
32 C 0.79 1.81 -0.63
33 H 2.88 4.07 0.86
34 H 2.81 2.96 -3.76
35 Br 1.26 -3.39 4.30
36 H 0.96 1.34 -3.99
37 N -0.27 -1.71 0.87
38 C 2.26 2.65 -2.89

(4)
Molecular formula: C3H13NO3
Method: DFT, ωB97M-V/def2-TZVPD

Values from the calculation:
Total charge ... 0
Relative energy (zero: lowest compared OMol25 entry of this formula, charge and spin) ... 3.0429 eV
SMILES ... C=CNC.O.O.O
LUMO level ... 0.42 eV

Positions of all 20 atoms, in Å:
1 H -1.00 0.45 0.85
2 H -4.28 0.54 2.43
3 H 3.02 0.45 -1.55
4 H -3.19 -0.49 2.53
5 O 2.71 2.65 0.99
6 N -0.04 -0.99 -0.99
7 C -0.25 -2.21 -0.08
8 C -0.93 0.04 -1.26
9 H -1.09 -2.86 -0.59
10 H -1.23 0.46 -2.18
11 O -4.06 -0.35 2.00
12 H 0.70 -2.72 0.04
13 H -1.95 1.71 -0.39
14 H 2.15 2.02 0.52
15 H 1.86 3.11 1.40
16 O 3.57 -0.21 -1.23
17 H 0.43 -1.34 -1.79
18 C -1.48 0.66 -0.16
19 H -0.61 -1.94 0.89
20 H 3.59 -0.18 -0.32

What did we get for E_tot? Answer: -1228.58681; -2762.37276; -4179.86484; -402.46861 Eh, in the order shown.